ORCA calculation (ωB97M-V with the def2-TZVPD basis set) on a structure of composition C29H36F6N3O3PPt at a distorted geometry.

Properties
- Kohn-Sham gap (alpha / beta): 3.703 / 3.707 eV
- Multiplicity: 1
- ΔE to the lowest compared entry with this formula, charge and spin: 65.7 kJ/mol
- Largest force on an atom: 2.3 eV/A
- Charge: +2

Geometry as XYZ:
```
79
Properties=species:S:1:pos:R:3:forces:R:3:lowdin_charge:R:1
H 4.9313 -0.0075 -2.5286 -0.01 0.19 -0.03 0.133
H 2.9598 -2.2092 -0.1155 0.03 0.08 0.00 0.079
H -4.4861 -4.5538 0.2165 -0.05 0.00 -0.09 0.147
H 5.9684 -0.2006 -0.2096 0.17 -0.06 0.05 0.087
C 2.3551 2.5038 4.2483 0.33 0.11 -0.43 -0.177
C -1.6266 4.7467 -1.0299 0.16 -0.39 0.03 -0.046
H -0.8127 5.0750 -0.3885 0.08 0.08 0.05 0.085
H 3.0569 -0.5575 -3.7668 -0.05 -0.08 -0.02 0.136
C -3.7923 -2.6575 0.9680 0.62 -0.46 0.03 -0.265
H 4.3519 -0.4607 0.4367 -0.07 0.00 0.16 0.056
P -1.4844 1.1880 -0.6849 -0.70 -0.61 0.18 0.693
H 2.2698 -6.4345 -0.2635 0.06 -0.10 0.06 0.127
H 5.0385 -1.6040 -0.7199 -0.01 -0.11 -0.01 0.072
H 2.0584 2.6214 0.1776 0.13 -0.02 0.15 0.149
C 0.5921 0.9554 4.6144 -0.29 -0.19 -0.14 -0.180
H -2.0491 3.2037 -2.4718 0.13 -0.04 -0.03 0.118
H -3.2817 -0.8076 -1.2978 0.11 0.01 -0.05 0.094
H -5.4237 -0.2547 -2.4864 -0.02 -0.07 0.02 0.092
C 1.1072 -1.0211 -3.0279 0.10 -0.04 0.25 -0.078
C -1.2055 3.5738 -1.8902 -0.25 0.59 -0.46 -0.212
O -0.6507 2.4746 -1.1114 0.12 -1.18 0.87 -0.272
H 0.9454 -1.8479 -3.7131 -0.02 -0.07 -0.09 0.093
C -2.3824 -4.2562 -0.0843 0.27 0.58 0.48 -0.201
H -4.9314 1.0472 -1.3865 -0.10 0.01 0.09 0.077
C 2.2953 1.5502 0.1106 -0.19 0.58 -0.85 -0.170
C -4.6733 0.5084 -2.2944 0.40 0.08 0.08 -0.044
H 3.0527 -1.8151 -2.5508 -0.05 -0.03 -0.07 0.119
H -2.4880 4.4947 -0.4179 -0.09 0.00 0.05 0.063
F -0.3009 0.3798 5.4048 0.15 0.06 -0.14 0.155
C 1.9191 -5.4164 -0.2032 -0.02 0.29 0.00 -0.008
C 4.4041 0.2768 -1.6151 0.29 -0.07 0.38 -0.207
C 2.3989 2.1599 2.9047 0.81 0.99 0.02 -0.074
C -2.7206 -1.7879 1.1400 -0.09 -0.08 0.12 -0.057
C 2.8115 -4.3544 -0.1776 -0.17 0.13 -0.07 -0.020
C -2.4106 2.0416 1.6484 -0.09 0.10 0.57 -0.285
F -0.2674 -0.3096 2.8329 0.94 0.88 0.86 0.071
H -0.1402 -5.9668 -0.1183 -0.11 0.06 -0.02 0.124
C 4.9704 -0.5530 -0.4525 0.10 0.20 -0.25 -0.063
F -4.9889 -2.2764 1.3946 -0.16 -0.03 0.05 0.115
H 0.5805 -1.2539 -2.0904 0.08 0.04 -0.32 0.017
C -3.4961 2.9920 2.1164 0.22 -0.15 -0.21 -0.038
O -2.6649 1.6639 0.2887 0.43 -0.28 -0.67 -0.246
C 2.1178 1.1327 -1.3572 0.21 -0.10 -0.14 -0.180
H -3.4215 3.1119 3.1936 -0.02 0.06 0.11 0.090
H 4.6005 1.3340 -1.4255 0.11 0.05 -0.19 0.124
H -4.4751 2.5846 1.8793 -0.08 -0.06 0.03 0.094
H -2.4232 1.1374 2.2640 0.09 0.03 -0.07 0.096
C -1.2601 -3.4368 0.1224 -0.22 0.29 0.04 -0.120
C -3.3057 -0.1310 -2.1558 -0.63 -0.65 -0.15 -0.236
H 1.0746 0.8536 -1.5050 0.18 0.00 -0.18 0.041
H 3.8768 -4.5200 -0.1828 0.09 0.06 -0.04 0.118
H -4.6739 1.2082 -3.1233 -0.05 0.08 -0.15 0.086
N 1.0042 -2.8047 -0.1067 -0.96 1.15 0.78 0.044
H 1.4167 2.2071 6.1641 0.02 0.02 0.16 0.168
H -1.9027 5.5683 -1.6869 -0.02 0.07 -0.02 0.096
C -3.6450 -3.8882 0.3415 -0.18 0.21 0.06 0.103
O -2.2891 0.8783 -2.0117 1.00 0.34 0.67 -0.242
C 0.1269 -3.8250 -0.0862 -0.01 -0.48 -0.27 -0.207
H -3.0326 -0.6883 -3.0552 -0.03 0.04 0.15 0.131
C 1.4546 1.9186 5.1255 -0.09 -0.26 -0.54 0.187
C 2.3025 -3.0655 -0.1314 0.63 -0.02 -0.04 -0.118
H -1.4206 2.5063 1.7193 -0.01 0.02 0.02 0.110
N 2.9895 0.0880 -1.7991 -0.67 -0.19 1.17 -0.161
H -3.4034 3.9668 1.6463 0.00 0.07 -0.02 0.073
N 1.4547 0.8321 1.0410 0.59 -0.60 -0.03 0.071
H 0.6748 -0.1301 -3.4749 -0.16 0.10 -0.03 0.084
F 3.3050 2.8027 2.1545 -0.64 -0.48 0.59 0.137
F -2.2420 -5.4226 -0.7145 0.02 -0.03 0.13 0.110
H -2.8956 -0.8552 1.6549 -0.08 0.19 -0.26 0.096
H -0.3997 3.8615 -2.5689 -0.11 -0.11 0.06 0.130
H 3.3490 1.4480 0.3928 -0.19 -0.04 0.05 0.128
C 0.6259 0.6008 3.2796 -1.15 -1.03 0.06 -0.097
C 0.5635 -5.1515 -0.1408 0.07 0.25 -0.13 0.035
C -1.4726 -2.1558 0.6727 -0.53 1.48 -1.66 -0.174
H 2.2999 2.0281 -1.9694 -0.19 0.33 0.16 0.152
F 3.1967 3.4269 4.6817 -0.14 -0.18 -0.05 0.162
C 1.5162 1.1881 2.3357 -0.16 0.11 -0.36 -0.127
C 2.5980 -0.8506 -2.8093 0.06 -0.35 -0.69 -0.225
Pt -0.0739 -0.6113 0.2303 0.04 -1.38 0.20 0.964
```
Forces are in eV/Å.